Entry 1:
Below is a gas-phase ion, C12H20BrF5INOP (charge +1) in a non-equilibrium geometry, with properties calculated with ωB97M-V with the def2-TZVPD basis set.

Its structure (SMILES) is CCCCCC[C@]1(P(O)Br)CC[C@@](I)(C(F)(F)C(F)(F)F)[NH2+]1. The calculation puts the orbital gap at 0.323 Eh. The largest force on an atom comes out at 0.0334 Eh/bohr. As for the electronic energy: -117319.585 eV. As for the HOMO energy: -13.02 eV. As for the net charge: +1.

Cartesian coordinates (Å):
I  -3.7015  -1.3627  1.9800
Br  -1.2441  -0.3480  -3.3468
P  0.3407  -1.3418  -2.1387
F  -2.1802  1.8841  -1.7369
F  -4.3029  2.4280  -1.6071
F  -4.7964  0.6733  0.2673
F  -2.9846  2.7169  0.1232
F  -3.9343  -0.2583  -1.5552
O  -0.1799  -2.8942  -2.2002
N  -1.8199  -1.3669  -0.3191
C  1.7110  -1.5174  1.2300
C  -0.2774  -1.0552  -0.3487
C  -1.4470  0.4703  1.0791
C  2.8987  1.5440  -0.1674
C  2.2735  2.7198  0.6158
C  -0.2664  0.3947  0.0931
C  -3.2543  1.9229  -0.9263
C  0.4797  -2.0676  0.5086
C  3.4087  0.3817  0.7093
C  -3.6492  0.4925  -0.4436
C  2.8586  -1.0043  0.3357
C  -2.5821  -0.2780  0.3875
H  -1.1952  -0.1263  1.9503
H  -1.8871  -2.1606  0.3260
H  2.1766  1.1381  -0.8719
H  -0.8504  -3.0340  -2.8776
H  4.4865  0.3347  0.5797
H  0.5942  0.7095  0.6637
H  2.9140  3.5885  0.6303
H  -1.6673  1.4487  1.4810
H  2.0662  2.3981  1.6335
H  3.2607  0.5836  1.7670
H  -2.2400  -1.7478  -1.1706
H  3.6768  -1.7103  0.4274
H  2.5942  -0.9904  -0.7182
H  3.7097  1.9414  -0.7664
H  2.1019  -2.3581  1.7951
H  1.3054  2.9760  0.1929
H  1.4304  -0.7809  1.9784
H  -0.4051  1.0306  -0.7741
H  0.7805  -2.9387  -0.0654
H  -0.2027  -2.4359  1.2793

Entry 2:
Below is a molecular structure, C5H8N2O in a non-equilibrium geometry, with properties calculated with ωB97M-V with the def2-TZVPD basis set.

The calculation puts the orbital gap at 0.364 Eh. The largest force on an atom comes out at 0.1105 Eh/bohr. As for the electronic energy: -10339.605 eV. The value obtained for the energy relative to the best compared isomer or geometry (same formula, charge and spin) is 72.0 kcal/mol. As for the HOMO energy: -9.65 eV.

Cartesian coordinates (Å):
O  2.3280  -1.8749  0.4863
N  -1.6223  0.8877  -0.7260
N  1.2779  2.4469  -0.2195
C  1.9630  -0.9589  -0.1871
C  0.6798  -0.8005  -0.7869
C  -0.4109  0.5908  -0.0420
C  0.4396  1.6947  0.0100
C  -0.8412  -0.0965  1.3893
H  -1.7736  0.3187  1.9374
H  0.7591  -0.4360  -1.9017
H  -0.0596  -0.1965  2.1912
H  -2.4163  0.4274  -0.2701
H  2.6298  -0.1603  -0.5707
H  0.0372  -1.6647  -0.8464
H  -1.6933  0.9280  -1.7568
H  -1.2970  -1.1058  1.2933

Entry 3:
Below is a single C15H36N2O6P2 molecule in a non-equilibrium geometry, with properties calculated with ωB97M-V with the def2-TZVPD basis set.

Its structure (SMILES) is CCCCN(CCNP(=O)(OCC)OCC)CP(=O)(OCC)OCC. The calculation puts the orbital gap at 0.329 Eh. The largest force on an atom comes out at 0.0321 Eh/bohr. As for the electronic energy: -49987.190 eV. The value obtained for the energy relative to the best compared isomer or geometry (same formula, charge and spin) is 6.7 kcal/mol. As for the HOMO energy: -8.28 eV.

Cartesian coordinates (Å):
P  0.0841  0.9548  -0.5914
P  1.1414  -2.8542  -0.6720
O  -0.2062  0.2332  -1.8367
O  1.7958  -1.4369  -0.1590
O  1.6298  1.4019  -0.6127
O  -0.7567  2.3488  -0.5159
O  1.3653  -3.9759  0.2334
O  1.8513  -3.1089  -2.0759
N  -0.4283  -2.4579  -1.0136
N  -1.4562  -0.5245  1.2860
C  1.8735  3.4165  0.7724
C  3.1733  -1.5012  0.1808
C  -0.2212  3.7281  -2.4466
C  3.1697  -2.0360  -3.7720
C  -2.6663  -0.0331  0.6612
C  -3.4673  0.9549  2.8711
C  -1.4253  -2.7472  -0.0087
C  -0.3031  0.2973  1.1167
C  -3.2232  1.1993  1.3818
C  -4.6484  0.0288  3.1366
C  2.3392  2.0036  0.4561
C  1.7907  -2.1614  -3.1423
C  -1.2657  2.8983  -1.7192
C  3.3651  -1.7891  1.6616
C  -1.2864  -1.9620  1.3074
H  -1.3216  -3.8061  0.2418
H  4.4257  -1.8394  1.8939
H  -0.6432  4.1303  -3.3638
H  3.3824  2.0212  0.1220
H  0.5758  -0.2422  1.4649
H  2.9073  -1.0109  2.2694
H  3.6542  -2.2904  -0.4075
H  -0.5112  -1.5318  -1.4217
H  -3.4088  -0.8309  0.7022
H  0.8319  3.4129  1.0812
H  -3.6559  1.9146  3.3580
H  3.6037  -0.5337  -0.0970
H  2.9003  -2.7425  1.8985
H  3.8765  -1.6246  -3.0554
H  -4.4637  -0.9632  2.7335
H  1.9724  4.0469  -0.1073
H  -2.5654  0.5245  3.3085
H  -2.1242  3.5109  -1.4270
H  3.1191  -1.3788  -4.6358
H  -0.2979  -2.1837  1.7150
H  -5.5543  0.4235  2.6810
H  1.4486  -1.1927  -2.7712
H  -2.4087  -2.5859  -0.4582
H  -0.4181  1.2056  1.7219
H  -4.8184  -0.0684  4.2065
H  -4.1603  1.4823  0.8975
H  0.6293  3.0955  -2.6903
H  0.1144  4.5504  -1.8190
H  3.5244  -3.0143  -4.0868
H  -2.0357  -2.3608  2.0038
H  2.2717  1.3770  1.3507
H  -2.5273  2.0298  1.2596
H  1.0693  -2.5345  -3.8756
H  -1.6042  2.0843  -2.3684
H  2.4834  3.8280  1.5729
H  -2.4964  0.2197  -0.3974

Entry 4:
Below is a molecular structure, C52H74N5O2PTi in a non-equilibrium geometry, with properties calculated with ωB97M-V with the def2-TZVPD basis set.

The calculation puts the orbital gap (alpha / beta) at 0.227 / 0.286 Eh. The largest force on an atom comes out at 0.0649 Eh/bohr. Its multiplicity is 3. As for the electronic energy: -99077.659 eV. The value obtained for the energy relative to the best compared isomer or geometry (same formula, charge and spin) is 48.3 kcal/mol. As for the HOMO energy (alpha / beta): -6.03 / -7.73 eV.

Cartesian coordinates (Å):
Ti  -0.2781  -0.0255  -1.2318
P  0.1573  0.0430  1.8221
O  -1.4486  3.7226  -1.9892
O  -2.7704  -2.5839  0.6138
N  0.0860  2.0807  -1.4510
N  -1.7945  0.6045  -0.4437
N  -1.1303  -1.8904  -0.8618
N  -1.3926  -0.2776  -3.0010
N  -2.2576  -1.1178  -4.8449
C  -1.2821  -1.2294  -3.9106
C  -3.4226  2.3220  -0.3180
C  -0.9205  -3.1855  -1.3652
C  0.0729  6.0692  -0.9382
C  -0.5024  -5.8328  -2.2952
C  1.5392  4.0788  -1.2300
C  0.3780  -3.7550  -1.4267
C  1.7590  -0.0209  -3.2117
C  -0.2935  4.1987  4.1310
C  1.4710  5.2766  0.9926
C  -1.2285  3.8623  2.9602
C  3.6327  4.1747  -2.4566
C  -0.0442  -2.7688  2.2816
C  -1.8164  -3.5722  3.8912
C  -4.3924  -4.1919  -1.1069
C  1.1853  2.8653  -1.8696
C  -3.0293  -0.0483  -4.4992
C  -0.5519  -1.4241  2.7927
C  -0.9147  -2.8274  4.8705
C  3.2391  3.0656  -3.1712
C  1.6413  1.3443  -3.8893
C  -2.6616  -0.2939  0.0502
C  -1.9966  -3.9691  -1.8759
C  -2.4914  0.4570  -3.3573
C  2.7471  4.6916  -1.5367
C  3.9457  1.6480  1.4004
C  0.6762  4.8401  -0.2449
C  -3.4247  -3.4812  -2.0599
C  -0.6134  1.4230  2.8841
C  -3.9250  0.0974  0.4598
C  2.0274  2.4411  -2.9236
C  -1.1241  2.6772  -1.4182
C  0.3012  1.6708  -4.5517
C  -3.9161  -3.7195  -3.4959
C  2.6229  -2.9601  -2.2187
C  1.6577  -3.0419  -1.0260
C  -1.7631  -5.2714  -2.2920
C  4.2975  -0.7307  2.1271
C  0.5560  -5.0497  -1.8940
C  -0.0202  1.6998  4.2854
C  2.8071  -0.9644  2.4226
C  4.6864  0.7214  2.3721
C  -1.0283  -3.8987  2.6210
C  -0.6589  2.7349  2.1027
C  2.4039  -3.7956  0.0833
C  1.9865  0.3081  2.2123
C  2.5715  1.0826  1.0289
C  -4.3065  1.4310  0.2915
C  -0.5044  -1.4436  4.3240
C  -2.1914  -1.7109  -0.0346
C  0.6869  3.0532  4.3792
C  -2.1583  1.8790  -0.6725
H  1.4995  3.1053  3.6522
H  -0.8306  1.6988  5.0180
H  1.4098  -2.0160  -0.6772
H  0.0753  -2.7199  1.2009
H  3.8319  2.6300  1.8634
H  0.8466  6.6867  -1.3911
H  -4.1111  -3.9969  -0.0774
H  0.2742  5.1072  3.9205
H  -3.8793  0.2642  -5.0678
H  0.5029  -1.2202  4.6778
H  -4.8704  -3.2158  -3.6367
H  2.6527  0.4042  0.1657
H  -5.2862  1.7609  0.6037
H  2.9933  5.6140  -1.0375
H  -1.1812  -0.6888  4.7208
H  -2.8213  1.3237  -2.8135
H  -2.2062  3.5602  3.3379
H  2.0681  4.4531  1.3813
H  -0.4708  -4.8303  2.7517
H  4.5217  -0.9791  1.0882
H  0.3397  3.0092  1.7718
H  -0.3469  -6.8512  -2.6189
H  2.0730  0.9363  3.0992
H  -0.8798  4.3854  5.0340
H  -2.6830  -2.9563  3.6416
H  -1.4175  -2.7075  5.8334
H  1.1292  3.1625  5.3730
H  3.1312  -3.9118  -2.3538
H  -0.0498  0.8504  -5.1769
H  4.9033  -1.3907  2.7492
H  -2.3963  -1.7022  -5.6516
H  -4.5986  -0.6384  0.8732
H  2.3802  1.3416  -4.7025
H  3.8722  2.6827  -3.9606
H  0.6763  0.9216  4.5879
H  0.9213  -2.9777  2.7452
H  4.5840  4.6506  -2.6375
H  2.1027  -2.7334  -3.1445
H  -3.6891  3.3450  -0.5351
H  4.5335  1.7873  0.4930
H  -4.3803  -5.2659  -1.2803
H  -1.6493  1.0761  3.0074
H  -3.4690  -2.4026  -1.8656
H  2.8173  -0.1924  -3.0072
H  4.4474  0.9824  3.4033
H  -0.0245  -3.4367  5.0453
H  1.3980  -0.8124  -3.8678
H  1.9055  1.8965  0.7317
H  5.7630  0.8440  2.2564
H  -4.0689  -4.7778  -3.6896
H  1.5511  -5.4680  -1.9241
H  0.4304  2.5453  -5.1882
H  -0.4604  1.9141  -3.8181
H  2.7417  -4.7625  -0.2812
H  -5.4032  -3.8252  -1.2728
H  -2.1845  -4.4946  4.3458
H  -1.7242  -4.0331  1.7943
H  1.7793  -3.9747  0.9498
H  2.1387  6.1042  0.7650
H  3.3860  -2.2063  -2.0384
H  -1.2796  2.6109  1.2174
H  2.4397  -1.7430  1.7587
H  2.6850  -1.3133  3.4499
H  -1.6059  -1.3566  2.4888
H  0.7854  5.6153  1.7643
H  1.2121  -0.0495  -2.2419
H  -0.5621  -2.0286  -3.9113
H  -3.2057  -3.3441  -4.2262
H  -0.6181  5.7424  -1.7109
H  -0.1568  4.2150  0.0768
H  -2.5947  -5.8699  -2.6302
H  -0.4732  6.6728  -0.2148
H  3.2860  -3.2340  0.3847
H  -1.3919  4.7451  2.3413